ORCA calculation (ωB97M-V/def2-TZVPD) on a molecular structure, C2H3IrLiO2 in a non-equilibrium geometry.

Values from the calculation:
- total charge = +1
- DFT total energy (eV) = -9245.5721
- 2S+1 = 5

The geometry in XYZ format:
```
9
Properties=species:S:1:pos:R:3:forces:R:3:mulliken_spin:R:1
H 1.239 1.078 -0.953 -2.5 -1.9 3.1 0.0737
O 0.237 0.495 1.196 1.8 1.2 -0.4 0.2438
C 0.574 0.214 -0.096 2.7 3.5 -3.6 -0.0739
C -0.350 -0.524 -0.768 -0.1 0.2 -2.2 0.4233
O -1.386 -1.091 -0.113 -0.6 -0.3 -1.2 0.3705
Li -1.325 1.501 1.195 -0.1 0.4 -0.1 0.0088
Ir -0.822 -1.044 1.701 -0.7 -2.0 3.1 2.2916
H 2.220 -0.110 -0.299 -0.6 -0.6 0.8 0.6400
H -0.387 -0.519 -1.863 0.1 -0.4 0.5 0.0222
```
Forces are in eV/Å.

ORCA calculation (ωB97M-V/def2-TZVPD) on a molecular structure, C2H3IrO in a non-equilibrium geometry.

Values from the calculation:
- total charge = +2
- DFT total energy (eV) = -6976.9457
- 2S+1 = 5

The geometry in XYZ format:
```
7
Properties=species:S:1:pos:R:3:forces:R:3:mulliken_spin:R:1
O -1.149 0.152 0.286 -2.9 -1.9 -0.2 0.0846
C -0.502 1.045 -0.491 3.3 0.1 0.4 1.4096
Ir 1.327 0.182 0.278 -0.7 -0.5 -1.3 2.4010
H -2.114 0.058 0.185 -1.0 0.1 0.0 -0.0015
C -0.293 -1.193 -0.013 0.5 1.1 0.8 0.0529
H -0.466 -1.643 -0.997 0.0 0.8 -0.3 0.0375
H -0.700 -1.869 0.751 0.9 0.3 0.5 0.0159
```
Forces are in eV/Å.

ORCA calculation (ωB97M-V/def2-TZVPD) on a molecular structure, C2H3LiNiO2 in a non-equilibrium geometry.

Values from the calculation:
- total charge = 0
- DFT total energy (eV) = -47463.7123
- 2S+1 = 3

The geometry in XYZ format:
```
9
Properties=species:S:1:pos:R:3:forces:R:3:mulliken_spin:R:1
H -0.518 1.317 -2.346 0.5 0.1 0.7 0.1080
O 1.517 0.096 -0.315 -0.1 0.2 0.1 0.1066
C 0.932 -0.467 0.763 -0.5 -0.3 0.4 0.0086
C -0.374 -0.217 1.036 0.9 -2.0 -0.1 0.0024
O -1.089 0.372 0.039 -0.8 1.0 0.1 0.0800
Li -1.323 -0.582 -1.510 0.3 0.6 0.3 0.0082
Ni 0.269 1.416 -0.842 -0.5 -0.6 -1.4 1.6826
H 1.495 -1.225 1.321 0.1 0.6 0.1 0.0008
H -0.910 -0.709 1.854 0.1 0.3 -0.2 0.0028
```
Forces are in eV/Å.

ORCA calculation (ωB97M-V/def2-TZVPD) on a gas-phase ion, C2H3N (charge +1) in a non-equilibrium geometry.

Values from the calculation:
- total charge = +1
- DFT total energy (eV) = -3600.0969
- 2S+1 = 2

The geometry in XYZ format:
```
6
Properties=species:S:1:pos:R:3:forces:R:3:mulliken_spin:R:1
C 0.065 -0.010 0.481 0.4 0.9 -2.1 0.0213
C -0.121 0.062 -0.993 0.4 -0.6 6.1 0.3129
N -0.294 0.138 -2.147 -0.4 0.2 -3.4 0.5565
H 0.701 0.814 0.806 0.0 0.0 -0.1 -0.0068
H 0.498 -0.964 0.782 0.3 -0.7 -0.3 0.0618
H -0.850 -0.039 1.072 -0.8 0.1 -0.3 0.0543
```
Forces are in eV/Å.